Record 1
21
Properties=species:S:1:pos:R:3 method="wB97M-V/def2-TZVPD" e_homo_ev=-8.43 orbital_gap_ev=9.28
H 1.044 -0.234 -2.834
N 0.531 -0.231 -1.850
C 0.852 0.245 -0.712
C -0.008 -0.579 0.164
C 1.746 1.359 -0.263
C 1.168 2.036 0.617
C 1.594 3.222 1.441
H -0.686 0.031 0.861
H -0.808 -1.069 -0.367
H 0.610 -1.352 0.783
H 2.825 1.301 -0.516
H 0.050 2.020 0.584
H 2.439 3.910 1.329
H 1.617 3.000 2.512
H 0.832 4.040 1.245
O -3.096 -1.944 -2.472
H -3.161 -1.877 -1.574
H -2.570 -1.752 -3.300
O -1.608 -3.887 1.137
H -1.316 -4.663 1.346
H -2.054 -3.578 1.869

Record 2
49
Properties=species:S:1:pos:R:3 method="wB97M-V/def2-TZVPD" e_homo_ev=-12.81 orbital_gap_ev=10.19 total_charge=+1
C -1.893 0.156 -1.135
O -1.049 0.659 -0.038
C -0.998 -0.741 -2.004
C -1.340 -2.208 -1.806
C -0.687 -2.655 -0.548
C 0.467 -3.244 -0.338
N 0.906 -3.260 1.088
H -2.732 -0.258 -0.579
H -2.385 0.987 -1.650
H -0.112 0.549 -0.203
H -1.000 -0.394 -3.031
H -0.002 -0.486 -1.646
H -2.400 -2.402 -1.692
H -0.877 -2.777 -2.616
H -1.321 -2.537 0.325
H 1.183 -3.437 -1.124
H 1.897 -3.006 1.022
H 0.705 -4.161 1.505
H 0.389 -2.483 1.542
H 0.241 2.329 -3.864
H 0.531 0.903 -4.501
O 0.274 1.380 -3.707
H -1.090 -0.396 1.501
H -0.494 -0.768 2.802
O -0.947 -1.211 2.050
H 2.260 1.193 -2.461
H 0.778 1.064 -2.448
O 1.563 0.747 -1.968
H -1.179 4.434 -1.459
H -1.255 3.085 -0.878
O -1.012 3.526 -1.719
H 3.366 2.210 3.164
H 2.580 3.091 2.191
O 2.906 2.193 2.313
H -4.298 -0.239 1.866
H -3.053 -1.080 1.661
O -3.520 -0.314 1.299
H -1.443 2.060 0.963
H -0.673 3.382 1.452
O -1.478 3.041 1.049
H 1.915 0.666 0.001
H 1.867 1.070 1.430
O 1.608 0.313 0.858
H 2.811 -0.959 0.666
H 4.138 -1.513 0.268
O 3.332 -1.793 0.697
H -0.048 1.564 2.857
H 1.245 0.918 3.553
O 0.325 0.799 3.294

Record 3
81
Properties=species:S:1:pos:R:3 method="wB97M-V/def2-TZVPD" e_homo_ev=-12.85 orbital_gap_ev=2.16 total_charge=+2
C 6.420 2.319 -0.219
C 5.865 1.046 -0.903
C 4.466 1.341 -1.449
C 3.527 0.124 -1.600
N 3.564 -0.895 -0.561
C 2.871 -0.656 0.673
C 1.394 -1.021 0.639
O 0.747 -0.535 -0.521
C -0.660 -0.535 -0.512
C -1.265 0.357 0.566
C -2.742 0.609 0.323
N -2.961 1.856 -0.426
C -2.530 3.051 0.338
C -3.009 4.342 -0.320
C -4.401 1.923 -0.648
C -5.362 2.219 0.460
O -4.796 1.718 -1.759
C -1.219 -2.004 -0.588
C -2.013 -2.486 0.611
C -1.391 -2.656 1.851
C -2.080 -3.095 2.974
C -3.434 -3.394 2.895
C -4.063 -3.267 1.663
C -3.382 -2.818 0.526
C -4.200 -2.750 -0.750
P -1.000 0.352 -2.141
C -2.626 0.032 -2.835
C 0.126 -0.316 -3.384
N 3.151 0.610 1.368
C 2.239 1.671 1.358
F 1.235 1.485 2.218
F 1.672 1.932 0.165
F 2.882 2.784 1.732
P 3.566 -2.021 1.810
C 5.243 -1.471 2.246
O 2.659 -1.861 3.157
H 6.039 2.341 0.804
H 7.501 2.318 -0.160
H 6.035 3.215 -0.692
H 6.560 0.798 -1.699
H 5.876 0.270 -0.142
H 4.591 1.745 -2.451
H 4.023 2.142 -0.862
H 2.526 0.490 -1.787
H 3.838 -0.373 -2.519
H 4.496 -1.260 -0.434
H 0.933 -0.740 1.581
H 1.377 -2.113 0.603
H -0.699 1.283 0.557
H -1.128 -0.040 1.564
H -3.258 0.638 1.287
H -3.170 -0.237 -0.203
H -2.799 3.007 1.395
H -1.445 3.088 0.311
H -2.254 5.108 -0.201
H -3.085 4.175 -1.392
H -3.966 4.678 0.058
H -6.074 2.969 0.138
H -4.900 2.538 1.387
H -5.911 1.308 0.686
H -0.387 -2.689 -0.731
H -1.855 -2.165 -1.454
H -0.339 -2.458 1.979
H -1.590 -3.204 3.929
H -3.996 -3.723 3.753
H -5.106 -3.528 1.577
H -3.613 -3.105 -1.595
H -5.019 -3.453 -0.672
H -4.603 -1.758 -0.946
H -2.555 -0.233 -3.933
H -3.232 0.948 -2.815
H -3.209 -0.719 -2.295
H 1.040 -0.671 -2.924
H 0.337 0.474 -4.105
H -0.408 -1.121 -3.930
H 4.105 0.920 1.251
H 5.896 -1.463 1.378
H 5.633 -2.225 2.925
H 5.262 -0.519 2.774
H 2.699 -2.705 3.625
Zn -2.658 -1.941 -4.577

Record 4
13
Properties=species:S:1:pos:R:3 method="wB97M-V/def2-TZVPD" e_homo_ev=-8.77 orbital_gap_ev=9.54
C 1.912 0.251 -0.641
N 0.474 0.390 -0.569
C -0.158 -0.268 0.520
C -1.645 -0.088 0.684
O -2.131 -0.128 1.782
O -2.367 0.125 -0.429
H 2.236 -0.504 0.081
H 2.416 1.142 -0.264
H 2.271 0.039 -1.641
H 0.011 0.342 -1.459
H 0.269 0.031 1.477
H -0.019 -1.369 0.564
H -3.269 0.037 -0.105